[1]
Formula: C9H3N4O4PtS2
Source: OMol25
Level of theory: ωB97M-V with the def2-TZVPD basis set

## Properties
net charge	+1
DFT total energy	-48430.3917	eV
2S+1	5
frontier orbital gap (spin up / spin down)	6.03 / 5.13	eV
HOMO (spin up / spin down)	-11.4051 / -13.9628	eV

The geometry in XYZ format:
```
23
C9H3N4O4PtS2 ωB97M-V with the def2-TZVPD basis set
Pt 11.437 8.788 1.111
S 13.658 8.677 0.952
C 14.385 10.138 0.967
C 15.795 9.927 0.925
N 16.918 10.381 0.823
C 13.665 11.322 0.905
S 12.001 11.139 0.780
C 14.029 12.579 0.967
N 14.636 13.552 0.757
O 7.054 5.355 1.141
C 6.565 6.638 0.881
O 5.324 6.884 0.774
C 7.705 7.621 0.907
C 7.202 9.021 0.944
N 8.423 9.794 1.052
N 9.397 8.806 1.095
C 9.073 7.568 0.913
C 9.848 6.168 0.867
O 9.758 5.022 1.052
O 11.278 6.708 0.867
H 7.811 4.974 0.856
H 6.111 9.274 1.221
H 8.618 10.958 1.117
```


[2]
Formula: C2HClN2O2
Source: OMol25
Level of theory: ωB97M-V with the def2-TZVPD basis set

## Properties
DFT total energy	-21682.4101	eV
energy above the lowest of the compared OMol25 structures with the same formula, charge and spin	4.955	eV
frontier orbital gap (spin up / spin down)	8.44 / 7.73	eV
HOMO (spin up / spin down)	-9.7525 / -9.3991	eV

The geometry in XYZ format:
```
8
C2HClN2O2 ωB97M-V with the def2-TZVPD basis set
C 1.002 -1.273 0.454
C -0.221 -0.680 0.027
N 2.082 -0.993 -0.552
N 1.839 -0.201 -1.406
O 1.292 -1.954 1.388
O 0.868 0.560 -1.500
Cl -1.124 -1.503 -1.044
H -0.786 0.253 0.291
```


[3]
Formula: C5H10NO
Source: OMol25
Level of theory: ωB97M-V with the def2-TZVPD basis set

## Properties
net charge	+1
DFT total energy	-8875.3484	eV
energy above the lowest of the compared OMol25 structures with the same formula, charge and spin	3.232	eV
frontier orbital gap	8.74	eV
HOMO	-13.8546	eV

The geometry in XYZ format:
```
17
C5H10NO ωB97M-V with the def2-TZVPD basis set
C 1.725 -0.640 3.077
C 0.516 -0.293 2.726
C 0.217 -0.484 1.275
C 0.054 -0.486 -2.593
C -1.370 1.248 -1.813
N -1.027 -0.163 -1.989
O -0.845 -0.590 0.668
H 1.853 -0.634 4.152
H 2.577 -0.658 2.389
H -0.146 0.011 3.528
H 1.074 -0.606 0.640
H 0.718 0.256 -3.174
H -1.584 1.401 -0.737
H -0.595 2.032 -2.027
H -2.193 1.698 -2.308
H -1.547 -0.673 -1.318
H 0.572 -1.418 -2.495
```


no.,maximum force (Eh/bohr)
1,0.143
2,0.069
3,0.068